Entry from the Open Molecules 2025 dataset: one molecule with the formula C4H7N3 (wB97M-V/def2-TZVPD).

Cartesian coordinates (Å):
C 0.6787 -0.6125 2.0416
C 0.2515 0.3821 0.9722
C 0.0596 -0.0804 -0.4487
C 0.3005 0.4925 -1.6881
N -0.8080 0.1526 -2.4071
N -1.6422 -0.6115 -1.7001
N -1.1006 -0.8012 -0.5538
H 0.4691 -0.1554 3.0150
H 0.0989 -1.5421 1.9755
H 1.7431 -0.8511 1.9908
H -0.7812 0.6619 1.2361
H 0.8298 1.3061 0.9782
H 1.0882 1.0583 -2.1839
H -1.1875 0.6008 -3.2278

Atoms 1-6, force components in eV/Å:
C 0.2 0.0 0.0
C 0.1 0.1 0.1
C -0.5 0.3 -0.1
C -0.4 0.1 0.2
N 0.0 -0.1 -0.2
N 0.1 -0.3 -0.3

Summary:
Largest force on an atom (hartree/bohr): 0.0135
Total charge: 0
ΔE to the lowest compared entry with this formula, charge and spin (kcal/mol): 33.07
SMILES: CCc1c[nH]nn1
Calculated total energy (eV): -8730.245
LUMO (Ha): 0.0329
Kohn-Sham gap (hartree): 0.376

Here are the natural (NBO) charges for atoms 1 to 2, given in e: number 1, C, carries -0.60; number 2, C, carries -0.42

=====

Entry from the Open Molecules 2025 dataset: C4H7N3 as an isolated structure (wB97M-V/def2-TZVPD).

Cartesian coordinates (Å):
C -1.7518 -1.1693 0.5421
N -1.2935 -0.1914 -0.4279
C 0.0218 0.2267 -0.3986
N 0.5753 0.8169 -1.4782
N 1.9235 1.2154 -1.0891
C 2.0660 0.8295 0.1901
C 0.9487 0.1493 0.6509
H -1.6868 -0.7501 1.5529
H -2.8044 -1.4002 0.3490
H -1.1760 -2.1082 0.5218
H -1.6510 -0.3082 -1.3658
H 1.0133 1.9750 -1.3836
H 2.9899 1.0432 0.7210
H 0.8251 -0.3287 1.6154

Atoms 1-6, force components in eV/Å:
C 0.0 0.0 0.1
N 0.1 0.0 -0.1
C 0.1 0.0 0.0
N -0.3 -0.3 0.1
N 0.2 -0.1 0.3
C -0.1 0.0 -0.1

Summary:
Largest force on an atom (hartree/bohr): 0.0096
Total charge: 0
ΔE to the lowest compared entry with this formula, charge and spin (kcal/mol): 58.10
Calculated total energy (eV): -8729.160
LUMO (Ha): 0.0353
Kohn-Sham gap (hartree): 0.345

Here are the natural (NBO) charges for atoms 1 to 2, given in e: number 1, C, carries -0.41; number 2, N, carries -0.60

=====

Entry from the Open Molecules 2025 dataset: a 2-piece molecular cluster, C4H7N3 overall at a distorted geometry (wB97M-V/def2-TZVPD).

Cartesian coordinates (Å):
C -1.6419 1.2918 -0.5030
C -1.4370 0.5912 0.6219
C -0.4747 -0.4500 0.4659
N -0.2373 -1.0123 -0.6750
N 0.5692 -2.1972 -0.7104
H -1.1291 0.7516 -1.3220
H -2.2162 2.2167 -0.6305
H -1.7609 0.9810 1.5464
H 0.1212 -0.6712 1.4021
H 1.0703 -2.3334 0.1329
H 1.0825 -2.4103 -1.5701
C 1.9982 1.0954 0.3607
N 2.9083 0.5712 0.7675
H 1.1473 1.5754 0.1137

Atoms 1-6, force components in eV/Å:
C 0.0 -0.4 -0.3
C -0.2 2.3 -2.1
C 2.1 -2.7 0.7
N 0.6 -1.6 0.6
N -1.5 1.7 -0.2
H -0.7 1.2 -0.2

Summary:
Largest force on an atom (hartree/bohr): 0.0674
Total charge: 0
ΔE to the lowest compared entry with this formula, charge and spin (kcal/mol): 78.39
SMILES: C=C/C=N/N.C#N
Calculated total energy (eV): -8728.280
LUMO (Ha): 0.0125
Kohn-Sham gap (hartree): 0.328

Here are the natural (NBO) charges for atoms 1 to 2, given in e: number 1, C, carries -0.35; number 2, C, carries -0.27

=====

Entry from the Open Molecules 2025 dataset: one molecule with the formula C4H7N3 at a distorted geometry (wB97M-V/def2-TZVPD).

Cartesian coordinates (Å):
C 2.1885 0.0637 0.2850
N 1.1976 0.2263 -0.7548
C -0.1426 0.1660 -0.4669
C -0.7552 -0.4179 0.7019
C -2.0702 -0.1775 0.5227
N -2.2765 0.4232 -0.7269
N -1.0305 0.6322 -1.3140
H 2.1066 -0.9348 0.7290
H 3.1790 0.1368 -0.1700
H 2.1124 0.8099 1.0906
H 1.4028 0.9082 -1.4713
H -0.2890 -0.9920 1.4874
H -2.9550 -0.3498 1.1247
H -2.6678 -0.4941 -1.0374

Atoms 1-6, force components in eV/Å:
C 0.1 -0.1 0.1
N -0.1 0.1 -0.1
C -0.1 0.0 -0.3
C 0.1 0.1 0.2
C 0.4 0.3 0.7
N -0.4 -0.8 0.5

Summary:
Largest force on an atom (hartree/bohr): 0.0354
Total charge: 0
ΔE to the lowest compared entry with this formula, charge and spin (kcal/mol): 35.08
SMILES: CNc1cc[nH]n1
Calculated total energy (eV): -8730.158
LUMO (Ha): 0.0360
Kohn-Sham gap (hartree): 0.349

Here are the natural (NBO) charges for atoms 1 to 2, given in e: number 1, C, carries -0.41; number 2, N, carries -0.60

=====

Entry from the Open Molecules 2025 dataset: one molecule with the formula C4H7N3 at a distorted geometry (wB97M-V/def2-TZVPD).

Cartesian coordinates (Å):
H -2.4161 -1.6342 0.5971
N -1.6079 -1.0732 0.8217
C -0.7287 -1.1833 -0.1002
C -0.8529 -2.4386 -0.8390
N -1.0953 -3.5117 -0.4991
N 0.3896 -0.4269 -0.2370
C 0.5147 0.7882 0.5489
C 0.8822 1.9659 -0.3422
H 1.2311 -0.8416 -0.6144
H -0.4674 0.9186 1.0046
H 1.2353 0.6510 1.3668
H 0.1155 2.1034 -1.1127
H 1.8430 1.7984 -0.8432
H 0.9572 2.8840 0.2487

Atoms 1-6, force components in eV/Å:
H 0.0 -0.3 0.3
N 0.1 1.7 -0.5
C 0.1 -0.1 0.8
C 0.1 -0.4 0.9
N 0.1 -1.2 -1.4
N -0.1 0.0 -0.1

Summary:
Largest force on an atom (hartree/bohr): 0.0362
Total charge: 0
ΔE to the lowest compared entry with this formula, charge and spin (kcal/mol): 32.97
SMILES: [H]/N=C(\C#N)NCC
Calculated total energy (eV): -8730.249
LUMO (Ha): 0.0123
Kohn-Sham gap (hartree): 0.363

Here are the natural (NBO) charges for atoms 1 to 2, given in e: number 1, H, carries 0.36; number 2, N, carries -0.67

=====

Entry from the Open Molecules 2025 dataset: an isolated ion of composition C4H7N3 and charge +2 at a distorted geometry (wB97M-V/def2-TZVPD).

Cartesian coordinates (Å):
C 2.7691 -0.0742 -0.2699
N 1.7886 -0.4718 0.3535
C 0.8608 -0.9226 1.1196
N -0.5215 -0.5547 1.0126
C -1.1320 0.1024 0.0661
C -2.4162 0.6045 -0.5204
N -1.0559 0.8767 -0.9649
H 3.1755 -0.7610 -1.0752
H 3.3360 0.7706 0.2723
H 1.0805 -1.5760 1.8658
H -1.1780 -0.7351 1.7496
H -2.9151 -0.2820 -0.9420
H -2.8483 1.3473 0.1376
H -0.7069 0.8162 -1.8985

Atoms 1-6, force components in eV/Å:
C 3.0 0.1 0.4
N -3.9 -1.4 2.2
C -0.3 3.1 -3.5
N 1.4 -0.2 -0.6
C -0.3 1.6 -1.2
C 0.3 -1.8 2.1

Summary:
Largest force on an atom (hartree/bohr): 0.0919
Total charge: +2
ΔE to the lowest compared entry with this formula, charge and spin (kcal/mol): 26.43
SMILES: C=[N+]=C/[NH+]=C1/CN1
Calculated total energy (eV): -8709.630
LUMO (Ha): -0.3689
Kohn-Sham gap (hartree): 0.386

Here are the natural (NBO) charges for atoms 1 to 2, given in e: number 1, C, carries 0.14; number 2, N, carries -0.28

=====

Entry from the Open Molecules 2025 dataset: one molecule with the formula C4H7N3O at a distorted geometry (wB97M-V/def2-TZVPD).

Cartesian coordinates (Å):
H 1.8259 -1.6011 1.2086
N 0.9225 -1.2387 1.3514
C 0.4619 -0.4942 0.3638
N 1.5901 -0.1849 -0.6866
C 1.3554 0.2891 -1.9833
N -0.0445 0.4578 -2.3989
C -1.0069 -0.1019 0.6155
C -1.0350 0.2198 2.1768
O -1.9144 0.2844 -0.1102
H 2.1404 0.3954 -2.7310
H -1.0140 0.6765 -1.8747
H -0.1813 0.2429 -3.4726
H -0.5531 -0.6601 2.8444
H -1.9503 0.5998 2.2924
H -0.5968 1.1151 2.4044

Atoms 1-6, force components in eV/Å:
H 1.6 0.0 -0.7
N -3.1 1.7 -2.1
C 3.9 -2.3 -0.5
N -1.8 1.8 -3.3
C -5.2 -2.3 5.9
N 0.6 -0.1 -2.9

Summary:
Largest force on an atom (hartree/bohr): 0.1590
Total charge: 0
ΔE to the lowest compared entry with this formula, charge and spin (kcal/mol): 106.77
SMILES: [H]/N=C(\N=C/N)C(C)=O
Calculated total energy (eV): -10775.117
LUMO (Ha): -0.0057
Kohn-Sham gap (hartree): 0.328

Here are the natural (NBO) charges for atoms 1 to 2, given in e: number 1, H, carries 0.36; number 2, N, carries -0.60

=====

Entry from the Open Molecules 2025 dataset: C4H7N3O as an isolated structure at a distorted geometry (wB97M-V/def2-TZVPD).

Cartesian coordinates (Å):
C -2.0028 -1.5532 0.6073
C -0.4549 0.1757 0.0801
C 1.5513 1.6698 -0.0775
C 2.0747 0.4748 -1.0049
H -1.2750 -2.1961 1.3024
H -2.9790 -1.8755 0.9194
H -2.1460 -1.9176 -0.5037
H -1.8291 0.3586 1.2568
H 2.1546 1.7520 0.9591
H 1.7395 2.8901 -0.8070
H 3.0591 0.6581 -1.6446
N -1.5837 -0.2745 0.5898
N -0.0366 1.3567 0.2174
N 1.5673 -0.7509 -1.0945
O 0.1604 -0.7680 -0.7999

Atoms 1-6, force components in eV/Å:
C 0.7 -6.1 -1.4
C 3.7 -0.5 -3.4
C -1.6 0.5 -1.9
C 0.9 -0.7 0.3
H -1.4 0.6 -2.0
H -0.7 1.3 0.9

Summary:
Largest force on an atom (hartree/bohr): 0.1231
Total charge: 0
ΔE to the lowest compared entry with this formula, charge and spin (kcal/mol): 146.62
Calculated total energy (eV): -10773.389
LUMO (Ha): 0.0239
Kohn-Sham gap (hartree): 0.349

Here are the natural (NBO) charges for atoms 1 to 2, given in e: number 1, C, carries -0.42; number 2, C, carries 0.68